# 1
This record from the OMol25 dataset describes a gas-phase ion, C28H42Cl2N4O2 (charge +2). The level of theory is ωB97M-V/def2-TZVPD.

The calculation puts the energy above the lowest of the compared OMol25 structures with the same formula, charge and spin at 1.4 kcal per mole. As for the molecular weight: 537.58 g/mol. The calculation puts the highest occupied orbital energy at -0.5094 hartree. The SMILES is CC[N+](CC)(CCNC(=O)C(=O)NCC[N+](CC)(CC)Cc1ccccc1Cl)Cc1ccccc1Cl. For the total energy, the calculation gives -2381.579453 Eh. The largest force on an atom is 0.92 eV Å⁻¹. The LUMO energy is -4.160 eV.

Structure (ORCA input):
```
! RIJCOSX wB97M-V def2-TZVPD def2/J DEFGRID3
* xyz 2 1
C -0.7517 -3.9363 4.6541
H -1.3834 -4.6186 5.2181
C -0.8221 -2.5807 5.3438
H -1.8399 -2.2001 5.2372
H -0.6272 -2.7096 6.4092
N 0.1143 -1.5149 4.8537
C 0.2405 -1.5316 3.3766
H 0.9747 -0.7746 3.0979
H 0.6359 -2.5037 3.0821
C -1.0408 -1.2331 2.5773
N -0.6923 -1.0676 1.1852
C -0.1412 0.0685 0.7367
O 0.1397 1.0283 1.4314
C 0.1095 0.0514 -0.7703
O -0.1500 -0.9184 -1.4585
N 0.6383 1.1970 -1.2215
H 0.7804 1.9348 -0.5440
C 1.0052 1.3773 -2.6074
H 1.4529 0.4379 -2.9440
H 1.7443 2.1765 -2.6590
C -0.2598 1.6960 -3.4266
N -0.1381 1.6300 -4.9075
C 0.8338 2.6764 -5.3551
C 1.1702 2.6938 -6.8398
H 0.2956 2.7967 -7.4747
H 1.8055 3.5573 -7.0227
H 1.7266 1.8136 -7.1477
H 1.7605 2.5201 -4.8026
H 0.4155 3.6417 -5.0634
C 0.3295 0.2834 -5.3705
C -0.3957 -0.9183 -4.7826
H -0.2670 -1.0180 -3.7086
H -1.4572 -0.9158 -5.0120
H 0.0270 -1.8083 -5.2428
H 1.3944 0.2098 -5.1440
H 0.2144 0.2624 -6.4548
C -1.5001 1.8838 -5.4978
C -2.1733 3.1604 -5.0684
C -1.9430 4.3531 -5.7515
C -2.5943 5.5221 -5.4010
C -3.5084 5.5177 -4.3614
C -3.7763 4.3409 -3.6845
C -3.1163 3.1750 -4.0374
Cl -3.5325 1.7172 -3.1843
H -4.5064 4.3230 -2.8909
H -4.0274 6.4219 -4.0871
H -2.3986 6.4297 -5.9489
H -1.2627 4.3661 -6.5893
H -1.3917 1.8817 -6.5823
H -2.1376 1.0485 -5.2084
H -1.0328 0.9863 -3.1286
H -0.6062 2.6985 -3.1663
H -0.8434 -1.8059 0.5104
H -1.4806 -0.2861 2.9023
H -1.7825 -2.0264 2.6620
C -0.4316 -0.2000 5.3391
C 0.3130 1.0467 4.8854
H -0.1974 1.9037 5.3187
H 0.3017 1.1771 3.8065
H 1.3386 1.0747 5.2399
H -1.4691 -0.1275 5.0110
H -0.4379 -0.2407 6.4305
C 1.4845 -1.6689 5.4667
C 2.1848 -2.9915 5.3089
C 2.0607 -3.9673 6.2983
C 2.7477 -5.1644 6.2215
C 3.5928 -5.4062 5.1509
C 3.7613 -4.4409 4.1746
C 3.0704 -3.2419 4.2595
Cl 3.3884 -2.0372 3.0464
H 4.4414 -4.6084 3.3545
H 4.1369 -6.3343 5.0841
H 2.6336 -5.9000 7.0011
H 1.4224 -3.7816 7.1490
H 2.1180 -0.8978 5.0269
H 1.3754 -1.4692 6.5344
H -1.1367 -3.9070 3.6397
H 0.2497 -4.3517 4.6425
*
```

=====

# 2
This record from the OMol25 dataset describes a molecular structure, C28H42CrN3O3SSb. The level of theory is ωB97M-V/def2-TZVPD.

The calculation puts the energy above the lowest of the compared OMol25 structures with the same formula, charge and spin at 0.0 kcal per mole. As for the molecular weight: 674.49 g/mol. The calculation puts the highest occupied orbital energy (alpha / beta) at -0.2702 / -0.2818 hartree. For the total energy, the calculation gives -3165.101824 Eh. The largest force on an atom is 0.09 eV Å⁻¹. The LUMO energy (alpha / beta) is 0.402 / 0.345 eV.

Structure (ORCA input):
```
! RIJCOSX wB97M-V def2-TZVPD def2/J DEFGRID3
* xyz 0 5
Cr -1.5751 -0.1843 1.0038
C 1.2196 -1.2543 2.1333
N 0.1988 -0.2093 2.1484
C 0.3251 0.8385 2.8860
C -0.7034 1.8269 2.8572
C -0.8701 3.0194 3.5545
C -2.0991 3.5428 3.1341
C -2.6077 2.6453 2.1969
N -1.7670 1.6084 2.0097
C 2.6331 -0.7986 2.4065
C 3.1862 0.2668 1.6990
C 4.4963 0.6579 1.9196
C 5.2769 -0.0120 2.8539
C 4.7361 -1.0717 3.5639
C 3.4201 -1.4586 3.3417
H 1.1659 -1.7254 1.1484
H 0.9425 -2.0244 2.8596
H 1.2012 0.9925 3.5152
H -0.1888 3.4378 4.2788
H -2.5706 4.4534 3.4662
H -3.5490 2.7048 1.6697
H 2.5772 0.7920 0.9719
H 4.9119 1.4858 1.3587
H 6.3006 0.2935 3.0268
H 5.3355 -1.5976 4.2958
H 3.0000 -2.2858 3.9024
C -4.2389 -3.4380 2.0029
C -2.7914 -2.9812 1.9877
C -1.9067 -3.8650 2.8556
O -2.7128 -1.6141 2.4410
C -2.2271 -2.9922 0.5464
O -2.5442 -3.9174 -0.1862
O -1.4419 -2.0245 0.2264
H -4.6213 -3.4483 3.0269
H -4.3170 -4.4382 1.5831
H -4.8564 -2.7642 1.4081
H -2.2640 -3.8648 3.8890
H -0.8778 -3.5056 2.8368
H -1.9277 -4.8886 2.4831
H -2.9616 -1.5541 3.3690
S -4.4966 0.0229 -2.5698
C -4.0642 1.6055 -2.0861
C -3.2430 1.5483 -1.0110
N -2.9659 0.2754 -0.5677
C -3.5617 -0.6231 -1.3098
H -4.4144 2.4789 -2.6088
H -2.7958 2.3881 -0.5022
H -3.4420 -1.6891 -1.1748
C 3.7373 0.6935 -1.9307
C 2.5859 0.2098 -2.8072
C 2.8390 -1.2179 -3.2798
Sb 0.7269 0.3314 -1.6886
C 0.3815 2.4847 -1.8665
C 1.2354 3.2107 -2.8994
C 0.5168 3.1441 -0.4956
C -0.6721 -0.2577 -3.2446
C -0.3549 0.2792 -4.6340
C -0.8728 -1.7711 -3.2459
H 4.6742 0.7091 -2.4965
H 3.8824 0.0269 -1.0772
H 3.5739 1.6994 -1.5357
H 2.4827 0.8678 -3.6728
H 2.8534 -1.9166 -2.4388
H 3.8106 -1.2911 -3.7790
H 2.0805 -1.5637 -3.9828
H -0.6670 2.5373 -2.1824
H 2.2950 3.1761 -2.6367
H 0.9534 4.2679 -2.9448
H 1.1333 2.7988 -3.9029
H 1.5429 3.0638 -0.1219
H -0.1376 2.6954 0.2544
H 0.2804 4.2117 -0.5496
H -1.5971 0.2185 -2.9017
H 0.6128 -0.0745 -4.9967
H -0.3438 1.3692 -4.6593
H -1.1098 -0.0587 -5.3524
H 0.0215 -2.2893 -3.6005
H -1.6898 -2.0492 -3.9210
H -1.0987 -2.1597 -2.2515
*
```

=====

# 3
This record from the OMol25 dataset describes 8 unconnected molecules or ions with the total composition C28H42FO21. The level of theory is ωB97M-V/def2-TZVPD.

As for the molecular weight: 733.62 g/mol. The calculation puts the highest occupied orbital energy (alpha / beta) at -0.4069 / -0.4068 hartree. For the total energy, the calculation gives -2771.890876 Eh. The largest force on an atom is 8.79 eV Å⁻¹. The LUMO energy (alpha / beta) is -0.422 / -7.209 eV.

Structure (ORCA input):
```
! RIJCOSX wB97M-V def2-TZVPD def2/J DEFGRID3
* xyz 0 2
F 0.1302 0.0583 -0.1273
C -0.4444 -3.5192 -0.8555
C -1.3779 -2.8583 0.1204
C -2.4515 -1.9790 -0.4921
O -3.6620 -2.4966 0.0067
C -3.5066 -3.5955 0.7033
O -4.3857 -4.2417 1.3167
O -2.2024 -3.9045 0.6459
H 0.2981 -2.8432 -1.2796
H -0.9324 -3.9371 -1.7359
H 0.0477 -4.2847 -0.2555
H -0.7938 -2.3559 0.8915
H -2.4252 -1.9668 -1.5817
H -2.2604 -0.9561 -0.1676
C 1.8182 2.0953 2.2297
C 1.8356 3.2774 1.2799
C 0.5897 3.3296 0.4173
O 0.1421 4.6707 0.4532
C 0.9183 5.3091 1.3259
O 0.8409 6.5202 1.5771
O 1.6931 4.4729 1.9823
H 0.8953 2.0499 2.8079
H 2.6748 2.1098 2.9036
H 1.9572 1.2455 1.5614
H 2.7127 3.4193 0.6485
H -0.1458 2.6007 0.7578
H 0.8464 3.0703 -0.6098
C -2.0908 3.6530 -2.1001
C -2.3792 2.2005 -1.8048
C -3.7317 1.9296 -1.0646
O -4.2110 0.8122 -1.7334
C -3.5685 0.6762 -2.8159
O -3.9608 -0.0011 -3.8042
O -2.6166 1.6207 -2.9909
H -2.1717 4.2693 -1.2047
H -2.8724 4.1292 -2.6921
H -1.1016 3.8268 -2.5237
H -1.4809 1.7787 -1.3540
H -4.4243 2.7666 -0.9762
H -3.5232 1.5931 -0.0490
C 0.3944 1.6234 -4.6849
C 0.8466 0.4000 -3.8196
C -0.2557 -0.6413 -3.4654
O 0.0970 -1.8678 -3.9980
C 1.2908 -1.7004 -4.6156
O 1.9547 -2.6243 -4.9857
O 1.6873 -0.4077 -4.6234
H -0.2391 2.2681 -4.0756
H -0.0820 1.3215 -5.6176
H 1.3155 2.1233 -4.9845
H 1.4095 0.6683 -2.9256
H -1.2274 -0.3127 -3.8339
H -0.2266 -0.6722 -2.3762
C 3.2777 1.0071 -1.2199
C 3.6421 -0.2165 -0.4171
C 2.8594 -1.4769 -0.6388
O 3.8204 -2.4132 -0.9443
C 5.0189 -1.9382 -0.9781
O 6.0860 -2.5656 -1.1670
O 4.9469 -0.5824 -0.8189
H 2.2650 1.3032 -0.9463
H 3.2653 0.7417 -2.2771
H 3.8677 1.8873 -0.9648
H 3.5823 -0.0129 0.6520
H 2.1543 -1.3789 -1.4642
H 2.2896 -1.6766 0.2687
C 0.3372 -3.2885 3.4431
C 1.3962 -2.6459 2.5640
C 2.3691 -1.7577 3.3345
O 3.5300 -2.5518 3.2707
C 3.3729 -3.5689 2.4710
O 4.2290 -4.4147 2.2166
O 2.1513 -3.5762 1.9350
H -0.4925 -3.7310 2.8919
H -0.0805 -2.6175 4.1937
H 0.6934 -4.1084 4.0667
H 0.9459 -2.0202 1.7934
H 2.1453 -1.5977 4.3892
H 2.6739 -0.8182 2.8734
C -2.3822 2.3019 2.5454
C -2.3364 0.7684 2.1971
C -1.6298 -0.0009 3.2393
O -2.6073 -0.8265 3.7996
C -3.7141 -0.7440 3.0714
O -4.7407 -1.4019 3.3585
O -3.6561 0.2468 2.2113
H -1.3559 2.6616 2.6195
H -2.9937 2.5817 3.4032
H -2.7102 2.8908 1.6887
H -1.9043 0.6639 1.2019
H -1.1690 0.6448 3.9868
H -0.7912 -0.4915 2.7450
*
```

=====

> molecular weight of number 3 (C28H42FO21)?

733.62 g/mol